1.
The following is a quantum chemistry calculation of 2 unconnected molecules or ions with the total composition C4H5NOS at a distorted geometry, from the Open Molecules 2025 dataset.

Geometry as XYZ:
```
12
Properties=species:S:1:pos:R:3:forces:R:3
C -1.81991 0.75687 -0.08501 3.692 -3.870 0.562
C -2.10667 -0.55449 -0.05990 0.837 -0.417 1.038
C -0.81271 -1.45680 0.09952 -1.102 1.791 2.494
C 0.23048 -0.46673 -0.05061 2.287 1.485 0.112
H 1.36173 1.53300 0.93988 -2.907 0.388 -3.897
H -2.28610 1.67276 -0.14705 -1.079 1.562 -0.040
H -3.04111 -1.00506 0.10981 -1.169 -0.248 -0.367
H -0.73600 -2.20072 -0.62612 -0.025 -1.708 -0.692
H -0.53502 -1.74455 1.21873 -1.372 -0.204 -2.205
N -0.35396 0.70774 0.03301 0.828 3.295 -0.913
O 0.49031 1.82981 -0.00682 0.737 -1.243 3.558
S 1.92779 -0.47007 -0.06849 -0.726 -0.832 0.351
```
Positions in Å, forces in eV/Å.

Values from the calculation:
- Energy above the lowest of the compared OMol25 structures with the same formula, charge and spin: 106.32 kcal/mol
- M: 115.157 u
- E_tot: -18597.308 eV
- Total charge: 0

Here are the Mulliken charges for atoms 1 to 2, given in e: C -0.34; C -0.59

***

2.
The following is a quantum chemistry calculation of C4H5NOS2 in the gas phase at a distorted geometry, from the Open Molecules 2025 dataset.

Geometry as XYZ:
```
13
Properties=species:S:1:pos:R:3:forces:R:3
C 1.54218 -1.04700 -0.67197 0.773 0.436 -0.574
C -0.55169 -0.75432 0.58209 0.827 0.104 1.330
C -1.10747 1.47858 -0.11813 -0.574 1.610 -0.106
C 0.00108 0.83060 0.54260 -2.944 -4.345 0.134
H 2.77518 -1.35764 -0.36031 -4.162 0.410 -0.976
H 1.28813 -1.18832 -1.86077 0.713 0.017 3.153
H -0.92704 -1.14312 1.56538 1.203 0.640 -0.496
H -0.91369 2.49993 -0.25994 -0.184 1.833 -0.270
H 0.24056 1.26565 1.46113 -0.441 0.481 1.869
N -2.23343 1.07529 -0.48588 0.238 -3.258 -0.405
O 0.52811 -1.59871 0.21102 0.984 0.043 -0.977
S -2.11741 -0.85322 -0.34325 0.108 2.537 -0.445
S 1.47548 0.79230 -0.26196 3.458 -0.507 -2.236
```
Positions in Å, forces in eV/Å.

Values from the calculation:
- Energy above the lowest of the compared OMol25 structures with the same formula, charge and spin: 81.00 kcal/mol
- M: 147.224 u
- E_tot: -29433.582 eV
- Total charge: 0
- SMILES string: C1=NS[C@H]2OCS[C@@H]12

Here are the Mulliken charges for atoms 1 to 2, given in e: C -0.26; C -0.21

***

3.
The following is a quantum chemistry calculation of C4H5NOS2 in the gas phase at a distorted geometry, from the Open Molecules 2025 dataset.

Geometry as XYZ:
```
13
Properties=species:S:1:pos:R:3:forces:R:3
C 0.67821 0.85331 -0.38081 -1.873 0.482 0.654
C -0.21646 -1.54908 0.23548 4.041 -0.237 1.836
C -1.91124 0.13825 0.02572 0.460 2.431 0.200
C 1.76800 1.74036 -0.03450 4.831 -1.985 -1.048
N -1.35180 -1.08133 -0.17739 -4.410 -3.529 -1.155
O -0.02687 -2.83977 -0.05740 0.234 -0.273 -0.157
S -3.47902 0.54010 -0.13470 0.314 -0.549 0.116
S -0.71906 1.49363 0.42125 -0.128 -2.015 -0.937
H 2.64966 1.55385 -0.89995 -2.115 1.010 2.471
H 2.25770 1.44888 0.96229 -0.581 -0.366 -1.347
H 1.58947 2.74487 0.20066 -0.478 1.857 -0.301
H -2.11043 -1.85852 -0.40191 1.530 1.911 0.002
H 0.87183 -3.18454 0.24127 -1.826 1.262 -0.336
```
Positions in Å, forces in eV/Å.

Values from the calculation:
- Energy above the lowest of the compared OMol25 structures with the same formula, charge and spin: 130.07 kcal/mol
- M: 147.224 u
- E_tot: -29431.454 eV
- Total charge: 0

Here are the Mulliken charges for atoms 1 to 2, given in e: C 0.00; C -0.48

***

4.
The following is a quantum chemistry calculation of C4H5NS in the gas phase at a distorted geometry, from the Open Molecules 2025 dataset.

Geometry as XYZ:
```
11
Properties=species:S:1:pos:R:3:forces:R:3
C 0.88576 0.05478 -0.13754 0.121 -5.098 -0.325
C 0.09257 1.11440 -0.10669 -0.291 7.686 0.362
C -1.22848 0.84855 -0.11667 -3.817 1.040 2.703
C -0.09551 -0.98875 -0.19566 1.455 -2.596 1.696
H 2.96511 -1.15148 0.47721 -0.618 1.354 -0.555
H 0.43530 2.21504 0.03116 -0.467 -2.080 -0.412
H -2.08911 1.53067 0.29229 1.866 -1.264 -1.353
H -2.22020 -1.12341 -0.16656 2.190 1.686 0.709
H -0.06733 -2.09711 -0.10313 0.817 0.957 -0.426
N -1.35208 -0.52113 0.08228 -0.864 -0.290 -2.634
S 2.67399 0.11843 -0.05668 -0.392 -1.396 0.236
```
Positions in Å, forces in eV/Å.

Values from the calculation:
- Energy above the lowest of the compared OMol25 structures with the same formula, charge and spin: 34.57 kcal/mol
- M: 99.158 u
- E_tot: -16552.566 eV
- Total charge: 0
- SMILES string: Sc1cc[nH]c1

Here are the Mulliken charges for atoms 1 to 2, given in e: C -0.02; C -0.13

***

5.
The following is a quantum chemistry calculation of C4H5NS in the gas phase at a distorted geometry, from the Open Molecules 2025 dataset.

Geometry as XYZ:
```
11
Properties=species:S:1:pos:R:3:forces:R:3
C 0.17653 0.54704 1.69882 -0.214 -0.798 -1.085
C 0.24456 0.99890 0.26472 -0.415 2.335 0.675
C -1.14247 -0.93776 -0.00442 1.212 0.318 0.413
C -0.99490 0.30170 0.76334 -0.829 1.341 0.139
H 0.06019 1.31106 2.42608 -0.097 0.388 0.561
H 0.72820 -0.33618 1.98069 0.225 0.030 0.073
H 0.18388 2.09438 0.03218 0.130 -1.150 0.433
H -1.90770 -1.63182 0.24826 -0.639 -0.600 -0.274
H -1.90575 0.89487 0.86292 0.218 -0.139 0.338
N -0.25453 -1.18498 -0.87645 0.145 -0.723 -0.441
S 0.93254 0.03145 -0.98436 0.264 -1.002 -0.832
```
Positions in Å, forces in eV/Å.

Values from the calculation:
- Energy above the lowest of the compared OMol25 structures with the same formula, charge and spin: 30.75 kcal/mol
- M: 99.158 u
- E_tot: -16552.732 eV
- Total charge: 0
- SMILES string: C1=NS[C@@H]2C[C@H]12

Here are the Mulliken charges for atoms 1 to 2, given in e: C -0.66; C -0.08

***

6.
The following is a quantum chemistry calculation of 2 unconnected molecules or ions with the total composition C4H5NS at a distorted geometry, from the Open Molecules 2025 dataset.

Geometry as XYZ:
```
11
Properties=species:S:1:pos:R:3:forces:R:3
C 1.22736 -1.31814 -0.29077 -4.218 2.768 0.813
C -1.10135 0.04300 -0.63234 1.503 -0.469 -3.337
C -0.91204 -0.11731 0.83055 0.657 -3.681 -1.829
C 0.26134 -0.35556 -0.08623 -2.164 0.583 0.443
N 2.08087 -2.02868 -0.41283 4.147 -3.426 -0.711
S 2.05725 1.48395 -0.08281 0.377 0.931 0.101
H -1.55153 -0.70609 -1.36190 0.163 0.695 1.618
H -0.99887 0.99961 -1.22594 -0.577 -0.573 1.392
H -0.98802 0.63485 1.48514 0.113 3.242 2.026
H -1.28547 -1.02249 1.31898 -0.141 0.038 -0.457
H 1.21046 2.38684 0.45816 0.141 -0.107 -0.060
```
Positions in Å, forces in eV/Å.

Values from the calculation:
- Energy above the lowest of the compared OMol25 structures with the same formula, charge and spin: 46.10 kcal/mol
- M: 99.158 u
- E_tot: -16548.708 eV
- Total charge: 0
- Multiplicity: 3
- Expectation value of S²: 2.01

Here are the Mulliken charges for atoms 1 to 2, given in e: C 0.47; C -0.31

***

7.
The following is a quantum chemistry calculation of C4H5NS2 in the gas phase at a distorted geometry, from the Open Molecules 2025 dataset.

Geometry as XYZ:
```
12
Properties=species:S:1:pos:R:3:forces:R:3
C 1.23064 -0.97966 0.07357 -0.602 0.870 -0.369
C -1.15651 -1.86254 0.02812 -0.296 1.720 -1.134
C -2.19933 -0.66670 -0.02124 -0.021 0.071 1.881
C -0.98462 0.29542 -0.02890 -0.243 0.246 -0.606
H 1.27622 -2.03181 0.27452 1.260 -0.712 0.179
H -1.21478 -2.51749 -0.84700 0.153 0.067 0.216
H -1.00371 -2.40951 0.93014 -0.364 -0.420 0.722
H -2.80856 -0.66192 -0.93176 0.054 0.171 0.413
H -2.79867 -0.49920 0.94409 0.605 -0.425 -1.637
N -0.12212 -0.80668 -0.09439 0.262 1.097 0.194
S 2.42451 0.13041 -0.02552 -0.710 -0.821 0.155
S -0.79556 1.93507 0.02436 -0.097 -1.864 -0.015
```
Positions in Å, forces in eV/Å.

Values from the calculation:
- Energy above the lowest of the compared OMol25 structures with the same formula, charge and spin: 39.24 kcal/mol
- M: 131.225 u
- E_tot: -27388.014 eV
- Total charge: 0
- SMILES string: S=CN1CCC1=S

Here are the Mulliken charges for atoms 1 to 2, given in e: C -0.08; C -0.63